(1)
A gas-phase ion, C3H11N5 (charge +2), computed with ωB97M-V/def2-TZVPD.

```
19
C3H11N5 | the OMol25 dataset | ωB97M-V/def2-TZVPD
C -1.04 -0.19 -0.44
C 1.25 0.02 0.42
C 0.37 1.21 0.62
N -0.89 1.06 -0.02
N 0.03 -1.04 -0.43
N -2.20 -0.62 -0.93
N 1.11 2.44 -0.11
N -0.21 -2.32 0.17
H 2.08 -0.07 -0.23
H 1.47 -0.50 1.36
H 0.28 1.55 1.66
H -2.91 0.05 -1.05
H -2.27 -1.58 -1.29
H 1.86 2.77 0.51
H 0.40 3.21 -0.07
H 1.45 2.07 -1.09
H -1.22 -2.48 0.23
H 0.25 -2.54 1.09
H 0.18 -3.04 -0.39
```

Properties
Charge: +2
Energy (eV): -10720.701
SMILES: NC1=N[C@H]([NH3+])CN1[NH3+]
ΔE to the lowest compared entry with this formula, charge and spin (eV): 0.349
Gap between HOMO and LUMO (Eh): 0.372

***

(2)
A gas-phase ion, C3H11N6 (charge +1), computed with ωB97M-V/def2-TZVPD.

```
20
C3H11N6 | the OMol25 dataset | ωB97M-V/def2-TZVPD
C -1.16 0.76 -0.90
C -1.03 -0.74 -1.44
C 0.59 -0.08 0.64
N -1.87 2.16 1.32
N -0.79 1.74 1.58
N -0.31 0.79 0.30
N 2.55 -0.78 1.48
N 1.34 -0.19 1.69
N 0.39 -1.03 -1.91
H -0.83 1.32 -1.76
H -2.12 0.93 -0.72
H -1.36 -1.39 -0.71
H -1.67 -0.81 -2.26
H 0.89 -0.68 -0.22
H -2.43 2.72 2.01
H 2.89 -1.12 2.40
H 2.60 -1.46 0.74
H 1.22 0.47 2.57
H 0.68 -2.05 -1.94
H 0.41 -0.54 -2.87
```

Properties
Charge: +1
Energy (eV): -12218.957
SMILES: [H]/N=N/N(/C=[NH+]/N)CCN
ΔE to the lowest compared entry with this formula, charge and spin (eV): 3.839
Gap between HOMO and LUMO (Eh): 0.335

***

(3)
2 unconnected molecules or ions with the total composition C3H11NO, computed with ωB97M-V/def2-TZVPD.

```
16
C3H11NO | the OMol25 dataset | ωB97M-V/def2-TZVPD
C -1.35 -0.48 0.18
C 0.16 -0.44 0.09
C 0.77 -1.71 0.79
N 0.68 -0.40 -1.27
H -1.69 0.03 1.16
H -1.78 0.26 -0.50
H -1.69 -1.53 0.11
H 0.61 0.46 0.56
H 1.89 -1.70 0.50
H 0.93 -1.52 1.91
H 0.27 -2.69 0.57
H 0.45 0.53 -1.76
H 0.19 -1.05 -1.88
H 0.51 3.10 -0.77
H 0.09 3.99 0.33
O -0.04 3.16 -0.03
```

Properties
Charge: -1
Energy (eV): -6825.140
ΔE to the lowest compared entry with this formula, charge and spin (eV): 0.456
Spin multiplicity: 2
Gap between HOMO and LUMO (spin up / spin down) (Eh): 0.098 / 0.350

***

(4)
2 unconnected molecules or ions with the total composition C3H11NO, computed with ωB97M-V/def2-TZVPD.

```
16
C3H11NO | the OMol25 dataset | ωB97M-V/def2-TZVPD
C 2.32 -0.23 -0.29
O 2.04 0.44 0.91
H 3.39 -0.31 -0.39
H 2.00 0.35 -1.16
H 1.94 -1.26 -0.30
C -1.19 1.11 0.61
N -1.09 -0.34 0.57
C -1.27 -0.87 -0.77
H -0.65 1.51 1.47
H -2.21 1.49 0.69
H -0.77 1.57 -0.28
H 1.11 0.28 1.13
H -1.74 -0.76 1.23
H -1.12 -1.94 -0.79
H -2.24 -0.61 -1.21
H -0.53 -0.44 -1.42
```

Properties
Energy (eV): -6826.097
SMILES: CNC.CO
ΔE to the lowest compared entry with this formula, charge and spin (eV): 1.148
Gap between HOMO and LUMO (Eh): 0.375

***

(5)
2 unconnected molecules or ions with the total composition C3H11NO, computed with ωB97M-V/def2-TZVPD.

```
16
C3H11NO | the OMol25 dataset | ωB97M-V/def2-TZVPD
C -0.64 0.40 -1.46
N -0.21 2.13 1.51
H -1.43 0.11 -0.78
H -0.74 -0.09 -2.44
H -0.55 1.46 -1.63
H 0.09 1.76 2.40
H -0.58 3.05 1.67
H 0.48 1.93 0.82
C 0.94 -1.14 -0.54
O 0.73 0.14 -1.05
C -0.04 -1.60 0.54
H 0.89 -1.85 -1.39
H 1.93 -1.19 -0.10
H 0.36 -2.40 1.14
H -0.26 -0.74 1.18
H -0.97 -1.97 0.11
```

Properties
Energy (eV): -6826.127
SMILES: CCOC.N
ΔE to the lowest compared entry with this formula, charge and spin (eV): 1.119
Gap between HOMO and LUMO (Eh): 0.394

***

(6)
2 unconnected molecules or ions with the total composition C3H11NO, computed with ωB97M-V/def2-TZVPD.

```
16
C3H11NO | the OMol25 dataset | ωB97M-V/def2-TZVPD
O -0.55 0.14 -2.11
C -2.83 0.49 -2.69
C -1.81 0.55 -1.57
H 0.11 0.18 -1.39
H -2.90 -0.54 -3.09
H -2.53 1.16 -3.52
H -3.82 0.80 -2.33
H -1.75 1.58 -1.17
H -2.11 -0.11 -0.74
N 2.95 -0.18 1.94
C 2.20 -0.87 2.99
H 3.35 0.69 2.30
H 3.75 -0.76 1.64
H 1.36 -0.22 3.29
H 2.79 -1.12 3.89
H 1.79 -1.80 2.57
```

Properties
Energy (eV): -6826.386
SMILES: CCO.CN
ΔE to the lowest compared entry with this formula, charge and spin (eV): 0.860
Gap between HOMO and LUMO (Eh): 0.380

***

(7)
2 unconnected molecules or ions with the total composition C3H11NO, computed with ωB97M-V/def2-TZVPD.

```
16
C3H11NO | the OMol25 dataset | ωB97M-V/def2-TZVPD
C -1.82 -1.62 -0.89
O -0.48 -1.82 -1.25
H -1.93 -1.27 0.13
H -2.35 -0.95 -1.58
H -2.37 -2.59 -0.91
C 0.50 1.95 0.07
C 0.85 0.91 1.11
N 1.12 -0.38 0.37
H -0.01 2.82 0.47
H 1.37 2.25 -0.52
H -0.18 1.48 -0.65
H 1.77 1.12 1.66
H 0.01 0.74 1.79
H 0.09 -1.45 -0.49
H 1.55 -1.08 0.97
H 1.87 -0.12 -0.28
```

Properties
Charge: +1
Energy (eV): -6817.009
ΔE to the lowest compared entry with this formula, charge and spin (eV): 1.854
Spin multiplicity: 2
Gap between HOMO and LUMO (spin up / spin down) (Eh): 0.464 / 0.215

***

(8)
2 unconnected molecules or ions with the total composition C3H11NO, computed with ωB97M-V/def2-TZVPD.

```
16
C3H11NO | the OMol25 dataset | ωB97M-V/def2-TZVPD
C 0.77 -1.74 -1.63
N 0.60 -0.49 -0.87
C 0.42 0.70 -1.70
C -0.27 -0.65 0.31
H 1.43 -1.52 -2.45
H -0.21 -2.09 -1.97
H 1.15 -2.54 -0.99
H 0.79 1.53 -1.11
H 0.98 0.54 -2.62
H -0.61 0.84 -2.06
H -0.71 0.32 0.54
H 0.43 -0.91 1.11
H -0.98 -1.44 0.09
H -1.06 1.09 2.91
H -0.45 2.19 3.69
O -1.28 1.91 3.32
```

Properties
Charge: +1
Energy (eV): -6818.021
ΔE to the lowest compared entry with this formula, charge and spin (eV): 0.843
Spin multiplicity: 2
Gap between HOMO and LUMO (spin up / spin down) (Eh): 0.417 / 0.248

***

(9)
3 unconnected molecules or ions with the total composition C3H11NO2, computed with ωB97M-V/def2-TZVPD.

```
17
C3H11NO2 | the OMol25 dataset | ωB97M-V/def2-TZVPD
C -2.10 2.23 0.09
C -1.02 1.53 0.50
N -1.21 0.29 1.11
C -0.04 -0.33 1.76
H -3.09 1.81 0.00
H -2.05 3.30 -0.08
H 0.03 1.76 0.30
H -1.99 0.47 1.72
H -0.26 -1.37 2.00
H 0.10 0.21 2.70
H 0.83 -0.16 1.13
H 2.63 -2.94 -1.48
H 2.08 -4.09 -2.16
O 2.63 -3.34 -2.38
H 0.88 0.80 -1.33
H 1.67 -0.07 -2.25
O 0.91 -0.11 -1.63
```

Properties
Charge: -1
Energy (eV): -8871.860
ΔE to the lowest compared entry with this formula, charge and spin (eV): 1.778
Spin multiplicity: 2
Gap between HOMO and LUMO (spin up / spin down) (Eh): 0.107 / 0.319

***

(10)
3 unconnected molecules or ions with the total composition C3H11NO2, computed with ωB97M-V/def2-TZVPD.

```
17
C3H11NO2 | the OMol25 dataset | ωB97M-V/def2-TZVPD
C -0.93 1.22 -1.51
C -1.22 0.04 -0.94
N -1.90 -0.21 0.27
C -2.41 -1.56 0.43
H -1.07 2.17 -1.02
H -0.24 1.09 -2.34
H -0.81 -0.88 -1.34
H -2.66 0.46 0.35
H -1.57 -2.24 0.35
H -2.90 -1.70 1.39
H -3.14 -1.82 -0.35
H 0.53 0.08 1.77
H 1.85 -0.17 1.25
O 1.46 0.08 2.08
H 3.87 0.12 -1.45
H 4.71 0.93 -0.47
O 3.84 0.53 -0.57
```

Properties
Energy (eV): -8873.402
SMILES: C=CNC.O.O
ΔE to the lowest compared entry with this formula, charge and spin (eV): 1.087
Gap between HOMO and LUMO (Eh): 0.337

***

(11)
3 unconnected molecules or ions with the total composition C3H11NO2, computed with ωB97M-V/def2-TZVPD.

```
17
C3H11NO2 | the OMol25 dataset | ωB97M-V/def2-TZVPD
N -1.55 -0.99 -0.28
C -0.10 -0.81 -0.59
C 1.72 0.86 -0.46
C 0.47 0.47 -0.18
H -1.79 -1.97 -0.39
H -1.67 -0.95 0.73
H 0.38 -1.69 -0.14
H -0.06 -0.83 -1.71
H 2.15 1.76 -0.05
H 2.06 0.36 -1.37
H -0.12 1.33 0.19
H -3.45 1.60 -1.78
H -2.51 0.54 -1.16
O -2.59 1.21 -1.86
H 2.15 -1.47 3.03
H 2.75 -0.34 2.20
O 2.36 -0.53 3.07
```

Properties
Energy (eV): -8872.888
SMILES: C=CCN.O.O
ΔE to the lowest compared entry with this formula, charge and spin (eV): 1.602
Gap between HOMO and LUMO (Eh): 0.368

***

(12)
3 unconnected molecules or ions with the total composition C3H11NO2, computed with ωB97M-V/def2-TZVPD.

```
17
C3H11NO2 | the OMol25 dataset | ωB97M-V/def2-TZVPD
N 1.95 1.96 0.74
C 0.72 1.40 1.32
C 0.82 -0.36 -0.47
C 0.41 0.01 0.76
H 1.78 2.12 -0.25
H 2.12 2.87 1.15
H 0.93 1.23 2.38
H -0.15 2.02 1.11
H 0.15 -0.97 -1.06
H 1.69 0.05 -0.96
H -0.31 -0.63 1.25
H -5.26 2.04 2.81
H -3.98 1.43 2.43
O -4.74 1.25 3.01
H 1.50 -4.45 -4.11
H 1.00 -4.74 -5.43
O 1.37 -5.23 -4.68
```

Properties
Energy (eV): -8872.849
SMILES: C=CCN.O.O
ΔE to the lowest compared entry with this formula, charge and spin (eV): 1.641
Gap between HOMO and LUMO (Eh): 0.365

***

For reference, largest force on an atom by record: 4.7 6.1 3.7 0.7 2.2 0.9 1.5 3.5 2.0 1.5 3.2 2.1 eV/A.